1.
The molecule C6H11N in a non-equilibrium geometry. Source: the OMol25 dataset; level of theory: the ωB97M-V functional and the def2-TZVPD basis.

Results
**HOMO-LUMO gap**: 8.420 eV
**ΔE to the lowest compared entry with this formula, charge and spin**: 30.06 kcal/mol
**HOMO level**: -7.4803 eV
**Molar mass**: 97.2 g mol⁻¹
**SMILES**: CC1(C)CC=C1N

Bonds (Å) are listed after each position.
Atoms and positions in Å:
1 H 0.153 -2.483 0.126  C6 1.096
2 H -1.655 1.401 1.434  N5 1.017
3 H 0.919 -1.525 1.398  C6 1.096
4 H -0.844 -1.663 1.340  C6 1.095
5 N -0.677 1.658 1.330  H2 1.017, C9 1.300, H12 1.017
6 C 0.056 -1.570 0.723  H1 1.096, H3 1.096, H4 1.095, C18 1.532
7 H -1.298 0.481 -1.760  C15 1.096
8 C 1.316 0.014 -0.882  H11 1.095, H16 1.097, C17 1.509, C18 1.550
9 C 0.147 1.019 0.553  N5 1.300, C17 1.351, C18 1.554
10 H -1.169 -1.284 -1.771  C15 1.095
11 H 2.092 -0.757 -0.826  C8 1.095
12 H -0.469 2.579 1.707  N5 1.017
13 H -2.163 -0.474 -0.548  C15 1.096
14 H 2.195 1.879 0.295  C17 1.086
15 C -1.230 -0.405 -1.119  H7 1.096, H10 1.095, H13 1.096, C18 1.528
16 H 1.232 0.327 -1.930  C8 1.097
17 C 1.419 1.141 0.116  C8 1.509, C9 1.351, H14 1.086
18 C -0.023 -0.339 -0.185  C6 1.532, C8 1.550, C9 1.554, C15 1.528

The net atomic charges from Mulliken, expressed in e, are: 0.40, 0.20, 0.39, 0.35, -0.41, -1.63, 0.39, -0.92, -0.08, 0.41, 0.27, 0.23, 0.36, 0.40, -1.66, 0.26, -0.67, 1.73

2.
The ion C6H11N with charge +1 in a non-equilibrium geometry. Source: the OMol25 dataset; level of theory: the ωB97M-V functional and the def2-TZVPD basis.

Results
**HOMO-LUMO gap (spin up / spin down)**: 9.977 / 5.262 eV
**ΔE to the lowest compared entry with this formula, charge and spin**: 56.88 kcal/mol
**2S+1**: 2
**HOMO level (spin up / spin down)**: -13.5351 / -13.5103 eV
**Charge**: +1
**Expectation value of S²**: 0.7601
**Molar mass**: 97.2 g mol⁻¹

Bonds (Å) are listed after each position.
Atoms and positions in Å:
1 H 1.070 1.122 -0.769  C17 1.091
2 H 2.840 2.447 2.282  C6 1.099
3 N -1.905 -1.787 -0.410  C8 1.462, C12 1.413, H18 1.024
4 H -1.152 -2.559 -2.205  C8 1.095
5 H -2.901 -2.553 -2.133  C8 1.081
6 C 2.673 1.873 1.360  H2 1.099, H11 1.090, C13 1.501, H15 1.093
7 H -1.858 -1.061 -2.401  C8 1.093
8 C -2.020 -1.992 -1.853  N3 1.462, H4 1.095, H5 1.081, H7 1.093
9 H -1.561 0.824 -0.249  C14 1.102
10 H 0.062 -1.670 0.339  C12 1.096
11 H 2.964 2.557 0.562  C6 1.090
12 C -0.776 -1.046 0.008  N3 1.413, H10 1.096, C14 1.329
13 C 1.248 1.409 1.272  C6 1.501, H16 1.093, C17 1.314
14 C -0.686 0.274 0.130  H9 1.102, C12 1.329, C17 1.484
15 H 3.434 1.113 1.552  C6 1.093
16 H 0.749 1.478 2.242  C13 1.093
17 C 0.575 1.053 0.201  H1 1.091, C13 1.314, C14 1.484
18 H -2.756 -1.482 0.072  N3 1.024

The net atomic charges from Mulliken, expressed in e, are: 0.30, 0.34, 0.02, 0.34, 0.35, -1.15, 0.33, -0.71, 0.28, 0.40, 0.33, -0.28, 0.07, -0.26, 0.30, 0.34, -0.38, 0.39

3.
The ion C6H11N2 with charge +1 in a non-equilibrium geometry. Source: the OMol25 dataset; level of theory: the ωB97M-V functional and the def2-TZVPD basis.

Results
**HOMO-LUMO gap (spin up / spin down)**: 8.602 / 9.004 eV
**ΔE to the lowest compared entry with this formula, charge and spin**: 191.16 kcal/mol
**HOMO level (spin up / spin down)**: -13.0392 / -13.4187 eV
**Charge**: +1
**Molar mass**: 111.2 g mol⁻¹

Bonds (Å) are listed after each position.
Atoms and positions in Å:
1 N -0.918 -0.031 0.536  C13 1.545, C18 1.502
2 H 2.043 -1.403 1.314  N5 1.027
3 C 0.843 -1.419 -0.417  N5 1.463, C6 1.427, H10 1.131, C18 1.549
4 C 2.221 1.109 -0.035  C6 1.479, H12 1.049, H14 1.037, C16 1.452
5 N 1.168 -1.009 0.949  H2 1.027, C3 1.463, C6 1.523, H8 1.091
6 C 1.522 -0.173 -0.273  C3 1.427, C4 1.479, N5 1.523, C16 1.459
7 H -2.743 0.385 -0.534  C13 1.093
8 H 0.283 -0.711 1.516  N5 1.091
9 H 0.144 1.285 -1.102  C16 1.082
10 H 1.225 -2.394 -0.845  C3 1.131
11 H -2.836 0.742 1.199  C13 1.099
12 H 2.800 1.200 0.835  C4 1.049
13 C -2.194 0.811 0.310  N1 1.545, H7 1.093, H11 1.099, H17 1.099
14 H 2.530 1.670 -0.851  C4 1.037
15 H -1.393 -1.753 -0.338  C18 1.089
16 C 0.786 1.087 -0.254  C4 1.452, C6 1.459, H9 1.082
17 H -1.967 1.882 0.227  C13 1.099
18 C -0.641 -1.001 -0.576  N1 1.502, C3 1.549, H15 1.089, H19 1.187
19 H -0.823 -0.814 -1.734  C18 1.187

The net atomic charges from Mulliken, expressed in e, are: -0.48, 0.27, -0.14, -0.45, -0.21, 0.25, 0.30, 0.42, 0.38, 0.41, 0.32, 0.31, -0.84, 0.24, 0.52, -0.31, 0.31, -0.61, 0.31

4.
The ion C6H11N2 with charge +1 in a non-equilibrium geometry. Source: the OMol25 dataset; level of theory: the ωB97M-V functional and the def2-TZVPD basis.

Results
**HOMO-LUMO gap**: 10.474 eV
**ΔE to the lowest compared entry with this formula, charge and spin**: 43.75 kcal/mol
**HOMO level**: -15.0914 eV
**Charge**: +1
**Molar mass**: 111.2 g mol⁻¹
**SMILES**: CC1=NC[N+](C)=C1C

Bonds (Å) are listed after each position.
Atoms and positions in Å:
1 H -3.214 -0.295 -0.870  C13 1.062
2 H 0.458 2.200 -1.372  C9 1.042
3 H -0.169 -2.333 -0.649  C14 1.143
4 H 0.320 2.669 0.250  C9 1.068
5 C -1.313 0.223 -0.245  C7 1.564, C13 1.471, N17 1.269
6 H 2.445 -0.233 1.236  C12 1.155
7 C 0.082 -0.430 0.025  C5 1.564, C14 1.438, N19 1.281
8 H -3.165 0.212 0.752  C13 1.135
9 C 0.123 1.878 -0.440  H2 1.042, H4 1.068, N17 1.396, N19 1.570
10 H 2.841 0.128 -0.710  C12 1.183
11 H 1.485 -2.087 0.008  C14 1.146
12 C 2.340 0.452 0.312  H6 1.155, H10 1.183, H15 1.141, N19 1.502
13 C -2.611 -0.426 -0.005  H1 1.062, C5 1.471, H8 1.135, H16 1.048
14 C 0.388 -1.823 0.209  H3 1.143, C7 1.438, H11 1.146, H18 1.101
15 H 2.729 1.517 0.432  C12 1.141
16 H -2.406 -1.387 0.359  C13 1.048
17 N -1.213 1.472 -0.448  C5 1.269, C9 1.396
18 H 0.012 -2.320 1.116  C14 1.101
19 N 0.869 0.581 0.037  C7 1.281, C9 1.570, C12 1.502

The net atomic charges from Mulliken, expressed in e, are: 0.34, 0.37, 0.37, 0.36, 0.68, 0.37, 0.78, 0.32, -0.50, 0.33, 0.40, -0.92, -1.17, -1.33, 0.33, 0.37, -0.47, 0.34, 0.02

Which of these has the highest ΔE to the lowest compared entry with this formula, charge and spin?
number 3